# C24H38GeIrN2O3S2

C24H38GeIrN2O3S2 as an isolated structure (the ωB97M-V functional and the def2-TZVPD basis, the OMol25 dataset).

Each line ends with the Mulliken charge.
Geometry (Å):
Ir 0.25602 0.24353 0.31718  3.737
C -3.82686 1.56244 -0.08592  -1.948
C -2.36985 1.96710 0.08048  1.674
C -2.07962 2.35416 1.51964  -1.602
C -1.97209 3.07364 -0.88245  -1.406
O -1.58234 0.78868 -0.27807  -0.110
Ge -1.94073 -0.87756 -1.20049  -0.442
O -1.00293 -1.47298 0.37398  -0.358
C -0.97071 -2.73899 1.06494  1.415
C -1.68229 -2.56565 2.39836  -1.436
C -1.67623 -3.76900 0.19269  -1.958
C 0.48991 -3.13524 1.25602  -1.306
O -0.09986 -0.47760 -1.68824  -0.508
C 0.62863 -0.66585 -2.91296  1.461
C 1.53068 0.53493 -3.14655  -1.433
C 1.45144 -1.94371 -2.77185  -1.179
C -0.38161 -0.79415 -4.04555  -2.023
H -4.46666 2.41783 0.12937  0.482
H -4.09012 0.75894 0.60390  0.367
H -4.03926 1.24020 -1.10701  0.462
H -2.74167 3.16883 1.81280  0.532
H -1.05057 2.69354 1.63662  0.253
H -2.25074 1.51150 2.19023  0.299
H -2.53096 3.98429 -0.66581  0.486
H -2.17682 2.78193 -1.91338  0.306
H -0.90799 3.29447 -0.78472  0.228
H -2.71899 -2.26597 2.23969  0.314
H -1.18971 -1.80228 3.00196  0.209
H -1.68031 -3.49945 2.96199  0.444
H -2.70877 -3.47680 -0.00859  0.464
H -1.70328 -4.73390 0.69845  0.486
H -1.15512 -3.89822 -0.75883  0.343
H 0.99303 -2.45323 1.94232  0.194
H 0.99977 -3.13240 0.28827  0.151
H 0.55498 -4.14308 1.66766  0.555
H 2.31589 0.59174 -2.39053  0.045
H 0.95666 1.46197 -3.11444  0.339
H 2.00539 0.45741 -4.12512  0.502
H 2.00565 -1.92045 -1.83011  -0.072
H 2.16534 -2.05011 -3.58974  0.449
H 0.80954 -2.82590 -2.75988  0.290
H -0.96894 0.12039 -4.14286  0.391
H -1.05927 -1.63458 -3.88341  0.471
H 0.13528 -0.96623 -4.99013  0.463
S 0.70557 0.36500 2.47981  -0.414
C 1.98113 1.53765 2.66562  0.411
C 2.56056 1.77150 3.91471  -0.720
C 3.60004 2.67544 4.03783  0.326
C 4.21928 2.87055 5.31513  -0.339
N 4.72695 3.01593 6.33445  -0.444
C 4.05198 3.38822 2.90334  0.626
C 3.46128 3.17142 1.67205  -1.221
C 2.44379 2.22424 1.54232  0.364
S 1.75841 1.86760 -0.02487  -0.611
C 5.14039 4.31492 3.00821  -0.318
N 6.03001 5.03679 3.08304  -0.449
H 2.20289 1.24216 4.78822  0.583
H 3.80271 3.72769 0.80821  0.564
C 5.86308 -1.53689 0.61314  -1.561
C 4.74676 -0.78866 -0.15303  0.920
C 5.15766 0.73737 -0.25199  -1.349
C 3.53947 -0.75724 0.60582  0.159
H 6.76145 -1.49882 -0.00096  0.430
H 5.60176 -2.57924 0.78146  0.412
H 6.06989 -1.05293 1.56720  0.404
H 4.59446 -1.18265 -1.15665  0.421
H 5.33831 1.16038 0.73488  0.375
H 4.39886 1.31282 -0.77633  0.253
H 6.08720 0.72902 -0.82020  0.513
H 2.54396 -0.92370 0.20855  -0.717
H 3.57858 -0.48954 1.66065  0.348

Cartesian forces, eV/Å:
Ir -0.13 0.03 0.17
C -0.02 0.05 -0.01
C 0.12 0.01 -0.10
C -0.02 -0.05 0.00
C -0.04 0.01 0.02
O -0.14 0.05 0.04
Ge 0.27 -0.16 -0.09
O -0.25 0.23 0.06
C 0.14 -0.03 -0.04
C 0.01 -0.02 0.00
C -0.05 0.00 0.02
C -0.06 -0.08 -0.04
O -0.32 0.27 0.07
C 0.04 -0.15 0.04
C -0.01 0.00 0.00
C 0.01 0.02 -0.02
C 0.06 0.01 -0.06
H -0.01 0.00 0.00
H 0.02 -0.01 0.00
H 0.02 0.01 -0.01
H -0.01 0.02 0.00
H 0.02 0.01 -0.01
H -0.01 -0.01 0.00
H 0.00 0.01 0.01
H -0.01 -0.01 0.00
H 0.01 0.00 0.00
H 0.00 0.00 -0.02
H 0.01 0.00 -0.01
H 0.02 -0.01 0.00
H 0.00 0.01 0.02
H 0.02 -0.01 0.00
H 0.01 0.01 0.00
H 0.01 0.03 -0.01
H 0.00 0.02 0.01
H 0.00 0.01 0.03
H 0.00 -0.03 0.00
H -0.02 -0.01 0.00
H 0.02 0.01 0.00
H 0.05 0.02 0.00
H -0.02 0.00 -0.02
H -0.02 0.01 0.02
H -0.01 0.00 0.01
H 0.01 -0.01 0.02
H 0.00 0.00 0.00
S 0.16 -0.22 -0.06
C -0.07 0.21 -0.11
C 0.02 0.05 0.01
C -0.06 -0.04 -0.17
C 0.08 0.07 0.06
N -0.02 -0.02 0.02
C -0.12 -0.12 -0.01
C 0.02 0.02 0.05
C -0.21 0.13 0.16
S 0.38 -0.43 0.12
C 0.07 0.04 0.08
N 0.00 0.02 -0.04
H 0.00 0.00 0.01
H 0.01 0.00 0.00
C -0.01 0.04 -0.12
C -0.10 0.04 0.14
C 0.07 -0.11 -0.16
C -0.09 0.52 -0.16
H 0.03 -0.01 0.03
H 0.01 0.00 0.01
H -0.01 -0.02 0.02
H -0.01 0.00 0.01
H -0.02 0.00 0.00
H 0.06 -0.02 0.01
H 0.04 0.06 0.03
H 0.08 -0.48 -0.07
H 0.01 -0.01 0.01

Net charge   +1
Calculated total energy   -4249.9120 Ha
Lowest unoccupied orbital energy (alpha / beta)   -0.2200 / -0.2200 Eh
Energy above the lowest of the compared OMol25 structures with the same formula, charge and spin   11.5 kcal/mol

# C24H38N2O3

A 3-piece molecular cluster, C24H38N2O3 overall at a distorted geometry (the ωB97M-V functional and the def2-TZVPD basis, the OMol25 dataset).

Each line ends with the Mulliken charge.
Geometry (Å):
C -2.03295 -4.29972 0.58579  -0.638
C -3.59460 -3.79764 0.67280  -0.464
C -4.09847 -3.00355 -0.68007  -0.662
C -3.11847 -1.66145 -0.86448  -0.365
C -3.84422 -0.50164 -1.76788  -0.230
C -3.74001 0.91589 -0.94031  -0.648
C -3.01883 2.12945 -1.77323  -0.897
C -1.39619 1.98480 -1.95269  0.327
C -0.68426 1.80102 -0.45623  -0.661
O -0.04906 0.48334 -0.26952  -0.286
C 0.34089 0.32313 1.17059  -0.358
C 1.97782 0.12043 1.31958  -0.316
O 2.76312 1.18538 0.64713  -0.095
N 4.07550 1.03369 0.94160  0.092
O 4.60432 0.30983 0.07928  -0.262
N -0.94077 0.80563 -2.78165  -0.255
C -1.39832 0.87786 -4.22065  -0.850
H -1.28009 -3.44648 0.24401  0.071
H -1.86799 -5.22042 -0.13985  0.305
H -1.67551 -4.63578 1.65402  0.224
H -3.73925 -3.06039 1.59818  0.191
H -4.31433 -4.71348 0.89629  0.330
H -3.96924 -3.76313 -1.58310  0.234
H -5.22947 -2.70107 -0.66287  0.360
H -2.82356 -1.33440 0.22121  0.058
H -2.15132 -2.03171 -1.42180  0.199
H -4.99094 -0.80601 -1.85317  0.461
H -3.43734 -0.46224 -2.86465  0.091
H -3.27079 0.79920 0.14884  0.234
H -4.86352 1.26419 -0.74738  0.335
H -3.22106 3.13709 -1.16709  0.313
H -3.61087 2.26527 -2.79242  0.284
H -0.97069 2.98540 -2.41607  0.285
H 0.18371 2.60320 -0.35870  0.180
H -1.43974 2.04699 0.43257  0.316
H -0.19864 -0.66513 1.55096  -0.027
H 0.06907 1.26512 1.82094  0.407
H 2.29941 -0.96038 0.95648  0.300
H 2.20831 0.19583 2.48483  0.282
H 0.11672 0.91648 -2.83762  0.266
H -1.62474 -0.22652 -4.59210  0.243
H -0.54904 1.29533 -4.93938  0.297
H -2.34837 1.53264 -4.41239  0.245
C 4.01108 3.33270 -1.58419  0.166
C 4.14585 3.15713 -2.96108  -0.704
C 4.73741 4.15327 -3.73731  -0.339
C 5.19077 5.32807 -3.13685  -0.416
C 5.04759 5.50761 -1.76128  -0.374
C 4.45943 4.50989 -0.98442  -0.424
H 3.55620 2.55351 -0.97868  0.364
H 3.79028 2.24279 -3.42951  0.372
H 4.84535 4.01463 -4.80986  0.360
H 5.65403 6.10322 -3.74094  0.350
H 5.39546 6.42562 -1.29395  0.357
H 4.35006 4.64897 0.08787  0.373
C -0.13816 -2.84712 5.76115  -0.519
C -0.29403 -2.95797 4.37977  -0.221
C 0.81533 -3.19576 3.56887  -0.228
C 2.08251 -3.31851 4.13933  -0.581
C 2.23972 -3.19840 5.51983  -0.371
C 1.12984 -2.96435 6.33118  -0.355
H -1.00368 -2.66853 6.39337  0.361
H -1.28108 -2.85978 3.93483  0.381
H 0.69298 -3.28549 2.49266  0.428
H 2.94661 -3.50634 3.50811  0.384
H 3.22803 -3.28811 5.96407  0.364
H 1.25219 -2.87311 7.40720  0.354

Cartesian forces, eV/Å:
C 0.39 -0.01 0.27
C -0.62 0.20 0.15
C 1.10 -0.37 0.00
C -0.35 -1.51 -0.93
C -0.40 -0.41 1.22
C -0.95 0.71 -0.32
C -0.49 0.27 0.49
C 0.11 0.18 0.81
C 0.48 1.48 0.18
O -0.57 1.36 2.30
C 0.94 -0.01 -0.58
C -0.99 -1.21 1.55
O -2.62 -0.78 0.41
N 2.95 -3.23 -3.24
O -1.52 2.74 3.37
N 0.54 1.70 -0.85
C 0.13 -0.48 -1.51
H -1.79 -1.69 0.67
H -0.56 1.96 1.43
H -0.73 0.56 -2.04
H 0.48 -1.52 -1.93
H 1.62 1.78 -0.53
H -0.23 1.71 1.70
H 2.14 -0.55 0.30
H -0.59 -0.27 -2.18
H -1.77 0.91 1.26
H 2.38 0.75 0.17
H -0.53 0.09 2.28
H -0.83 0.05 -2.55
H 2.42 -0.56 -0.37
H 0.60 -2.09 -1.29
H 1.48 -0.34 2.00
H -0.98 -1.69 0.99
H -1.72 -1.44 -0.25
H 1.38 -0.69 -2.01
H 1.31 2.17 -0.55
H 0.28 -1.90 -1.38
H -0.53 2.42 0.43
H -0.44 -0.26 -2.38
H -1.83 -0.47 0.38
H 0.35 2.32 0.71
H -1.74 -0.74 1.46
H 1.78 -1.27 0.61
C 0.04 0.12 -0.06
C 0.06 0.16 0.07
C -0.02 0.04 0.18
C -0.10 -0.15 0.10
C -0.04 -0.13 -0.06
C 0.01 -0.04 -0.22
H 0.03 0.25 -0.27
H 0.07 0.12 0.08
H -0.01 0.02 0.15
H -0.07 -0.10 0.08
H -0.05 -0.14 -0.08
H 0.02 -0.03 -0.14
C 0.17 -0.01 -0.09
C 0.13 0.00 0.06
C 0.05 0.05 0.18
C -0.15 0.06 0.10
C -0.13 0.01 -0.06
C -0.05 -0.01 -0.19
H 0.12 -0.02 -0.09
H 0.13 -0.03 0.05
H 0.00 -0.02 0.12
H -0.11 0.02 0.08
H -0.16 0.01 -0.07
H -0.02 -0.02 -0.16

Calculated total energy   -1272.1567 Ha
Lowest unoccupied orbital energy   -0.0235 Eh
Energy above the lowest of the compared OMol25 structures with the same formula, charge and spin   251.6 kcal/mol

Question: Among the records above, which one has the lowest energy above the lowest of the compared OMol25 structures with the same formula, charge and spin?
Answer: C24H38GeIrN2O3S2

Question: Which value of calculated total energy does entry 2 give?
Answer: -1272.1567 Ha

Question: calculated total energy of number 2 (C24H38N2O3)?
Answer: -1272.1567 Ha